[1]
112
Properties=species:S:1:pos:R:3 method="wB97M-V/def2-TZVPD" relative_energy_kj_mol=121.87 lumo_energy_ev=-7.306 homo_energy_ev=-13.7 total_charge=+2
Ta -0.83604 -0.35279 -0.07313
S -2.35630 -1.69847 -1.38651
C -1.48089 -3.06603 -2.10246
C -2.13808 -4.29102 -2.17005
C -1.51209 -5.36871 -2.77256
C -0.24424 -5.22278 -3.32145
C 0.40201 -4.00093 -3.25193
C -0.20399 -2.91059 -2.63496
As 0.78079 -1.23396 -2.48322
C 2.31898 -1.96915 -1.53307
C 3.59549 -1.42506 -1.65351
C 4.65395 -1.96886 -0.94018
C 4.44408 -3.04578 -0.09236
C 3.16675 -3.56549 0.06522
C 2.10613 -3.02110 -0.64214
C 1.31810 -1.11322 -4.37108
C 0.31394 -0.76171 -5.27015
C 0.57274 -0.76888 -6.62981
C 1.83485 -1.11439 -7.09378
C 2.83509 -1.45546 -6.19636
C 2.58051 -1.45830 -4.83166
H -3.13932 -4.38709 -1.77175
H -2.01823 -6.32317 -2.81130
H 0.22975 -6.06187 -3.81150
H 1.39398 -3.88283 -3.67264
H 3.75545 -0.57021 -2.30091
H 5.64566 -1.55545 -1.06411
H 5.27159 -3.47006 0.45963
H 2.99865 -4.41125 0.71861
H 1.11426 -3.44117 -0.51291
H -0.67282 -0.49138 -4.90751
H -0.20610 -0.50417 -7.33159
H 2.03842 -1.12764 -8.15537
H 3.81801 -1.72405 -6.55834
H 3.36576 -1.73914 -4.14388
C 0.96875 4.36998 1.54594
C 0.99903 4.11963 0.03798
C 2.39795 3.66498 -0.37653
P -0.32797 2.93191 -0.54441
C -0.12349 2.96829 -2.41417
C 0.05905 4.32995 -3.09192
C 1.04603 2.06019 -2.85118
C -1.96299 3.80414 -0.21751
C -2.24615 3.90727 1.29521
C -2.17823 5.16702 -0.88005
H 1.80032 5.02308 1.81194
H 1.07275 3.44279 2.11327
H 0.06198 4.87386 1.86415
H 0.76178 5.05496 -0.47624
H 2.63261 2.67012 0.00081
H 3.13374 4.35167 0.04301
H 2.53212 3.66695 -1.45483
H -1.06235 2.53330 -2.77704
H 0.88486 4.89571 -2.66148
H -0.83091 4.94789 -3.06417
H 0.29299 4.15227 -4.14259
H 1.89177 2.66793 -3.16891
H 0.75265 1.44994 -3.70492
H 1.40770 1.40496 -2.05470
H -2.69605 3.12114 -0.66012
H -2.00015 4.89934 1.66864
H -1.68307 3.18303 1.88858
H -3.30980 3.75770 1.48607
H -1.32802 5.83899 -0.76756
H -3.03907 5.63761 -0.40334
H -2.42221 5.07363 -1.93490
C 2.34465 0.37729 0.94322
C 2.30753 0.75436 2.42507
C 3.61330 0.23642 3.06165
C 1.15795 0.19766 3.25639
C 1.09026 0.58348 4.58972
C 0.24833 -0.05527 5.48361
C -0.43310 -1.18853 5.07421
C -0.42334 -1.60199 3.74639
C -1.04965 -2.95953 3.45936
C -0.13646 -4.03535 4.07113
C -1.31574 -3.30591 1.99642
C 0.25852 -0.78980 2.82467
O -0.04283 -0.82418 1.47640
H 3.31863 0.65197 0.53779
H 1.57771 0.90030 0.35656
H 2.23823 -0.70052 0.81087
H 2.29798 1.84509 2.51393
H 3.67814 -0.84705 2.94633
H 3.66139 0.46418 4.12303
H 4.47364 0.69673 2.57578
H 1.71800 1.39698 4.93043
H 0.18044 0.28746 6.50653
H -1.00130 -1.76222 5.79532
H -1.99541 -3.00450 4.00295
H 0.82744 -4.06967 3.55981
H -0.61113 -5.01300 3.98623
H 0.04999 -3.84270 5.12578
H -0.38780 -3.29656 1.41924
H -2.03780 -2.62050 1.55251
H -1.73195 -4.31155 1.93958
C -3.24521 1.07962 3.70517
Ge -4.01272 0.22306 2.10531
C -4.51939 -1.66737 2.36704
C -5.62724 1.13997 1.44168
C -2.73919 0.65062 0.60178
H -3.75656 0.72073 4.59787
H -3.38307 2.15947 3.65500
H -2.18305 0.86497 3.81006
H -5.58844 -1.66566 2.58116
H -4.01804 -2.11431 3.22011
H -4.36096 -2.28605 1.48544
H -6.32816 1.28945 2.26252
H -6.11977 0.51894 0.69315
H -5.41252 2.11068 0.99607
H -2.45301 1.67722 0.82813
H -3.36077 0.66752 -0.30174


[2]
118
Properties=species:S:1:pos:R:3 method="wB97M-V/def2-TZVPD" relative_energy_kj_mol=147.57 multiplicity=2 lumo_energy_ev="4.065 / 4.054" homo_energy_ev="0.4 / -1.7" total_charge=-2
Ce 0.87466 2.47888 -0.53608
C 6.44478 -3.52920 -1.31802
C 5.25033 -3.88917 -0.40007
C 4.40544 -5.10568 -0.79296
C 5.85405 -4.25870 1.04604
C 4.45461 -2.59824 -0.33891
C 3.07956 -2.47522 -0.69257
C 2.41744 -1.21682 -0.70608
Se 0.50642 -1.18510 -0.47564
C 0.22985 -1.20068 1.43964
C 0.04737 -2.34625 2.28214
C -0.54095 -2.21208 3.54857
C -0.94347 -0.94893 3.96602
C -0.56465 0.20788 3.29139
C -0.07156 0.10134 1.98071
O -0.02350 1.09428 1.19529
C -0.51455 1.51918 4.11609
C -0.68170 1.13004 5.67626
C -1.53820 2.59809 3.78464
C 0.93336 2.08668 4.02752
C -0.85709 -3.40585 4.41666
C -2.16750 -3.89955 3.74064
C -1.19975 -3.00378 5.89680
C 0.31211 -4.46877 4.35376
C 3.22791 0.00366 -0.69880
O 2.74348 1.16598 -0.92190
C 4.65228 -0.20316 -0.65825
C 5.17085 -1.43955 -0.13668
C 5.64085 0.89419 -0.97027
C 5.39662 1.25355 -2.46729
C 7.16870 0.50208 -0.93970
C 5.51741 2.11142 -0.02807
H 7.05612 -4.44593 -1.44350
H 6.11617 -3.16606 -2.33212
H 7.11456 -2.75825 -0.84625
H 5.12066 -5.95179 -0.74636
H 3.64312 -5.28999 -0.05945
H 3.86637 -5.09035 -1.76352
H 6.53626 -5.10512 0.86655
H 6.43793 -3.42763 1.43017
H 5.03146 -4.61761 1.72809
H 2.52045 -3.32271 -1.07064
H 0.26436 -3.36128 1.90186
H -1.65389 -0.82288 4.79067
H -1.74156 0.89565 5.83812
H 0.01735 0.34905 5.98929
H -0.52400 2.05686 6.25151
H -2.56692 2.32027 4.16187
H -1.27773 3.50017 4.31851
H -1.54061 2.83002 2.71469
H 1.63300 1.23043 4.13307
H 1.18853 2.64733 3.09803
H 1.12587 2.63872 4.93644
H -2.91554 -3.11862 3.68589
H -1.94119 -4.26611 2.71718
H -2.71984 -4.66953 4.28297
H -2.10640 -2.43736 5.79446
H -1.37684 -3.82697 6.58408
H -0.43196 -2.30747 6.27288
H 0.43005 -4.75003 3.27644
H 1.25268 -4.10785 4.67658
H 0.11970 -5.39240 4.90352
H 6.20725 -1.44132 0.23087
H 5.50381 0.43369 -3.20326
H 4.37580 1.62566 -2.65702
H 6.09725 1.99627 -2.85124
H 7.38422 -0.26535 -1.69410
H 7.65581 1.43194 -1.19751
H 7.48381 0.26037 0.09367
H 4.46993 2.40854 -0.03627
H 5.98497 1.92528 0.94857
H 6.06502 2.92307 -0.48274
O 1.65033 3.16752 0.74135
O -3.02091 2.23205 -1.38221
S -2.64281 3.41445 -0.44084
N -1.36435 3.28664 0.08140
C -7.48735 4.00668 -4.63278
C -7.18845 3.82041 -3.17637
C -5.64156 3.65503 -2.98619
C -5.36026 2.12743 -3.20258
Ge -4.61201 1.29042 -1.58715
C -5.46738 1.39705 0.17532
C -5.13396 0.32773 1.23023
C -5.83941 -1.04477 1.08003
C -6.00512 -1.83730 2.40569
H -8.58838 3.99119 -4.95512
H -7.02314 3.09541 -5.11299
H -6.94164 4.83775 -5.07523
H -7.71086 2.91877 -2.82202
H -7.52843 4.62875 -2.53533
H -5.54893 4.03672 -1.92609
H -5.11085 4.35146 -3.60137
H -4.61447 1.92497 -4.01122
H -6.36389 1.80105 -3.50391
H -3.96983 -0.10674 -1.58883
H -6.53018 1.39152 -0.02726
H -5.03929 2.33123 0.59100
H -5.50461 0.71501 2.23621
H -3.99160 0.19268 1.21786
H -5.26177 -1.65819 0.40161
H -6.81380 -0.91281 0.56878
H -5.00135 -1.90335 2.87398
H -6.45163 -2.84349 2.32143
H -6.75596 -1.35086 3.06680
O -0.67557 0.76049 -3.49749
C 0.10445 1.75625 -3.75322
O 0.64068 2.51411 -2.82938
C 0.40667 1.95628 -5.16160
C -0.05356 1.04743 -6.18527
C 0.22117 1.27278 -7.51838
C 1.00093 2.36733 -7.85049
C 1.34917 3.34558 -6.91492
C 1.08588 3.09652 -5.55832
H -0.63765 0.20353 -5.91046
H -0.20469 0.59682 -8.28106
H 1.32919 2.41087 -8.90279
H 1.75380 4.32770 -7.19841
H 1.41219 3.76875 -4.78519